(1)
{
  "formula": "C5H10O2",
  "method": "ωB97M-V/def2-TZVPD",
  "mol_weight_g_mol": 102.13,
  "charge": 0,
  "homo_lumo_gap_ev": 11.09,
  "species": ["C", "O", "C", "C", "C", "C", "O", "H", "H", "H", "H", "H", "H", "H", "H", "H", "H"],
  "xyz": [[-1.7463, 1.1424, -1.3001], [0.4413, 1.4894, 0.2569], [0.7094, 0.5848, 1.3417], [1.0447, -0.5377, 0.3502], [0.5277, -1.9377, 0.6102], [0.3551, 0.3996, -0.6572], [-0.9636, 0.0295, -0.9057], [-2.7337, 0.7603, -1.5618], [-1.3055, 1.6528, -2.1699], [-1.8303, 1.8685, -0.4841], [-0.1948, 0.3829, 1.9324], [1.5040, 0.9627, 1.9907], [2.1211, -0.5466, 0.1489], [0.7430, -2.6089, -0.2275], [1.0141, -2.3527, 1.5013], [-0.5530, -1.9332, 0.7763], [0.8667, 0.6439, -1.6023]],
  "forces_ev_per_a": [[-0.20, 0.16, -0.13], [-0.02, 0.17, 0.01], [0.12, -0.08, 0.36], [0.09, -0.07, 0.01], [-0.04, -0.02, -0.02], [0.19, -0.05, -0.23], [0.02, -0.04, 0.12], [0.12, 0.05, 0.01], [-0.06, -0.12, 0.08], [-0.02, -0.12, -0.15], [0.13, 0.05, -0.07], [-0.07, -0.09, -0.05], [-0.15, 0.00, 0.01], [-0.04, 0.11, 0.09], [-0.09, 0.06, -0.14], [0.13, 0.01, -0.04], [-0.11, -0.01, 0.13]]
}

***

(2)
{
  "formula": "C5H10O2",
  "method": "ωB97M-V/def2-TZVPD",
  "mol_weight_g_mol": 102.13,
  "smiles": "C/C=C\\CC=O.O",
  "charge": 0,
  "homo_lumo_gap_ev": 10.58,
  "species": ["C", "C", "C", "C", "C", "O", "H", "H", "H", "H", "H", "H", "H", "H", "O", "H", "H"],
  "xyz": [[-1.8435, -0.2368, 0.0249], [-1.1290, 0.8914, 0.7191], [0.1736, 1.0935, 0.9416], [1.3738, 0.2500, 0.5530], [1.1056, -1.2341, 0.5146], [1.0776, -1.8975, -0.5020], [-2.4636, 0.1669, -0.7873], [-2.5198, -0.7436, 0.7254], [-1.1798, -0.9918, -0.3978], [-1.8002, 1.6592, 1.1056], [0.4412, 2.0192, 1.4499], [2.1572, 0.4221, 1.3047], [1.7518, 0.5633, -0.4280], [0.9212, -1.7192, 1.4964], [0.6569, 0.2726, -2.4400], [0.7855, -0.5898, -2.0115], [-0.1121, 0.6479, -1.9941]],
  "forces_ev_per_a": [[0.07, -0.03, 0.01], [0.14, 0.02, 0.15], [-0.19, 0.02, -0.01], [-0.05, -0.02, -0.05], [-0.01, -0.14, -0.31], [0.08, 0.29, 0.53], [0.09, -0.11, 0.16], [0.07, 0.12, -0.14], [-0.12, 0.13, 0.03], [0.13, -0.05, -0.09], [-0.06, -0.16, -0.04], [-0.11, -0.08, -0.13], [-0.01, -0.02, 0.23], [0.01, 0.05, -0.14], [-0.16, -0.07, 0.00], [0.02, 0.07, -0.11], [0.09, -0.02, -0.11]]
}

***

(3)
{
  "formula": "C5H10O2",
  "method": "ωB97M-V/def2-TZVPD",
  "mol_weight_g_mol": 102.13,
  "charge": 0,
  "homo_lumo_gap_ev": 9.58,
  "species": ["C", "C", "O", "C", "C", "C", "O", "H", "H", "H", "H", "H", "H", "H", "H", "H", "H"],
  "xyz": [[-2.0385, -0.3334, -1.0371], [-1.0990, 0.6656, -0.4226], [-0.3855, -0.2722, 2.6440], [0.2039, 0.4473, -0.2810], [1.1970, -0.6480, -0.5808], [2.2026, 0.3492, 0.0163], [1.1363, 1.2946, 0.2842], [-2.9027, -0.5181, -0.3887], [-2.4279, 0.0137, -2.0015], [-1.5407, -1.2948, -1.2052], [-1.4931, 1.6223, -0.0840], [0.0221, 0.6019, 2.6153], [-0.8903, -0.2834, 1.8209], [1.0580, -1.5608, 0.0034], [1.3300, -0.8919, -1.6377], [2.9292, 0.7709, -0.6844], [2.6985, 0.0372, 0.9389]],
  "forces_ev_per_a": [[0.00, -0.08, -0.03], [0.22, 0.01, 0.02], [0.00, 0.11, 0.00], [-0.48, -0.02, -0.15], [-0.01, -0.11, -0.03], [0.32, -0.10, 0.01], [-0.05, 0.11, 0.03], [0.11, 0.02, -0.09], [0.05, -0.03, 0.13], [-0.06, 0.14, 0.01], [0.06, -0.11, -0.05], [0.05, -0.08, 0.07], [0.01, -0.05, 0.01], [0.00, 0.13, -0.09], [-0.03, 0.05, 0.17], [-0.11, -0.06, 0.11], [-0.08, 0.06, -0.11]]
}

***

(4)
{
  "formula": "C5H10O2",
  "method": "ωB97M-V/def2-TZVPD",
  "mol_weight_g_mol": 102.13,
  "smiles": "CC[C@@H](O)CC=O",
  "charge": 0,
  "homo_lumo_gap_ev": 10.87,
  "species": ["C", "C", "C", "O", "C", "C", "O", "H", "H", "H", "H", "H", "H", "H", "H", "H", "H"],
  "xyz": [[-2.4538, -0.5175, -0.1155], [-1.2324, 0.2790, -0.6361], [0.1056, -0.0629, 0.0677], [0.4967, -1.3135, -0.4536], [1.3758, 0.8739, -0.0345], [2.5270, 0.2801, 0.7725], [2.6536, -0.8962, 1.0474], [-3.3646, -0.1927, -0.6383], [-2.3665, -1.5979, -0.2762], [-2.6373, -0.3554, 0.9542], [-1.1307, 0.0579, -1.7068], [-1.4655, 1.3452, -0.5429], [-0.1168, -0.1468, 1.1460], [1.2802, -1.5701, 0.0631], [1.3067, 1.9258, 0.2869], [1.7187, 0.9124, -1.0802], [3.3033, 0.9787, 1.1463]],
  "forces_ev_per_a": [[0.11, 0.04, 0.04], [0.15, 0.18, 0.00], [-0.07, 0.27, 0.12], [0.01, -0.25, 0.11], [-0.24, -0.19, -0.04], [-0.05, -0.34, 0.04], [-0.05, 0.54, -0.05], [0.28, -0.02, 0.06], [0.21, 0.23, 0.00], [0.17, 0.03, -0.15], [0.18, 0.15, 0.18], [0.17, -0.03, 0.03], [0.05, -0.04, -0.09], [-0.16, -0.21, -0.15], [-0.51, -0.35, -0.02], [-0.08, -0.08, 0.10], [-0.16, 0.08, -0.20]]
}

***

(5)
{
  "formula": "C5H10O2",
  "method": "ωB97M-V/def2-TZVPD",
  "mol_weight_g_mol": 102.13,
  "charge": 0,
  "homo_lumo_gap_ev": 10.30,
  "species": ["O", "C", "C", "C", "C", "C", "O", "H", "H", "H", "H", "H", "H", "H", "H", "H", "H"],
  "xyz": [[-1.4998, 1.7849, -0.5329], [-0.1244, 1.9369, -0.4614], [0.4167, 0.5540, -0.6707], [1.1189, -0.0831, 0.4708], [0.5667, -1.5008, 0.5900], [-0.9320, -1.3735, 0.3253], [-1.0355, -0.5855, -0.8424], [-1.6929, 0.7795, -0.8871], [0.1064, 2.4187, 0.5058], [0.1975, 2.6709, -1.2120], [0.7463, 0.3352, -1.6756], [0.9394, 0.4947, 1.3852], [2.1969, -0.1049, 0.2825], [0.8006, -1.9344, 1.5646], [1.0212, -2.1302, -0.1834], [-1.4338, -0.9043, 1.1875], [-1.3920, -2.3580, 0.1538]],
  "forces_ev_per_a": [[-2.10, -1.31, -0.96], [-0.93, 0.56, -0.10], [-1.40, -1.80, -0.39], [0.18, -0.23, 0.11], [0.06, -0.39, 0.18], [0.28, 0.03, 0.07], [2.37, 1.34, 0.32], [0.59, 2.60, 1.35], [0.32, -0.64, -0.06], [0.34, -0.35, -0.25], [0.38, 0.02, 0.02], [0.01, -0.14, -0.15], [-0.05, 0.03, 0.07], [-0.05, -0.05, -0.03], [-0.13, 0.02, 0.10], [0.04, 0.02, -0.18], [0.08, 0.29, -0.10]]
}

***

(6)
{
  "formula": "C5H10O2",
  "method": "ωB97M-V/def2-TZVPD",
  "mol_weight_g_mol": 102.13,
  "smiles": "C/C=C\\O.CC=O",
  "charge": 0,
  "homo_lumo_gap_ev": 9.35,
  "species": ["C", "C", "C", "O", "H", "H", "H", "H", "H", "H", "C", "C", "O", "H", "H", "H", "H"],
  "xyz": [[-0.8964, 1.4767, -0.8712], [0.5022, 1.8043, -0.4280], [1.5780, 1.0209, -0.5371], [1.6583, -0.2469, -1.0118], [-1.5555, 1.2342, -0.0254], [-0.9278, 0.6281, -1.5617], [-1.3451, 2.3339, -1.3855], [0.6690, 2.7855, 0.0096], [2.5584, 1.3722, -0.2238], [0.7704, -0.6360, -1.1312], [-0.0600, -1.4486, 1.5076], [-0.8911, -2.0051, 0.3904], [-0.7073, -1.7702, -0.7870], [0.0742, -2.1922, 2.2992], [-0.5949, -0.5951, 1.9451], [0.9040, -1.1026, 1.1288], [-1.7363, -2.6591, 0.6820]],
  "forces_ev_per_a": [[-0.07, -0.05, -0.06], [0.11, -0.08, 0.00], [0.03, 0.26, 0.13], [-0.20, 0.01, -0.09], [0.11, 0.04, -0.12], [0.00, 0.13, 0.10], [0.07, -0.12, 0.08], [0.02, -0.14, -0.07], [-0.15, 0.01, -0.03], [0.11, 0.01, 0.00], [0.08, 0.01, -0.05], [0.03, 0.08, -0.31], [-0.06, -0.14, 0.53], [-0.05, 0.08, -0.12], [0.04, -0.12, -0.06], [-0.14, -0.04, 0.10], [0.06, 0.06, -0.04]]
}

***

ΔE to the lowest compared entry with this formula, charge and spin: 217.0, 181.2, 226.0, 143.1, 297.6, 182.6 (kJ/mol)